# 1
The following is a quantum chemistry calculation of a 11-piece molecular cluster, C3H31N2O10 overall at a distorted geometry, from OMol25.

ORCA input file:
```
! RIJCOSX wB97M-V def2-TZVPD def2/J DEFGRID3
* xyz 1 1
N -1.367 1.835 -1.211
C -2.783 1.815 -1.679
C -3.156 0.370 -1.907
N -2.163 -0.420 -2.640
C -1.797 -1.723 -2.094
H -0.819 0.956 -1.298
H -0.799 2.639 -1.617
H -1.427 1.779 -0.161
H -3.443 2.187 -0.924
H -2.850 2.455 -2.581
H -3.328 -0.035 -0.882
H -4.124 0.324 -2.524
H -2.609 -0.581 -3.518
H -2.512 -2.528 -2.173
H -1.499 -1.655 -1.027
H -0.989 -2.183 -2.715
H 0.481 -0.344 -2.766
H 1.323 -0.091 -1.590
O 0.883 0.403 -2.305
H 2.367 0.369 3.277
H 2.920 -0.037 4.602
O 2.183 0.444 4.215
H 0.901 3.130 -1.998
H 1.466 4.626 -2.005
O 0.945 3.967 -1.534
H 2.566 -4.472 2.531
H 1.430 -3.403 2.543
O 1.627 -4.325 2.363
H -2.733 0.910 1.629
H -1.659 1.785 2.176
O -1.844 1.208 1.398
H 0.433 -0.682 1.820
H 1.204 0.119 0.673
O 1.246 -0.205 1.571
H 5.109 1.439 -0.971
H 4.608 0.047 -1.517
O 4.364 0.977 -1.360
H 3.631 -3.070 -0.253
H 2.658 -3.872 0.494
O 3.616 -3.771 0.410
H -2.199 -2.564 1.796
H -1.512 -2.443 3.155
O -1.532 -2.061 2.272
H 0.669 2.796 2.313
H 0.513 1.657 3.304
O -0.001 2.229 2.707
*
```

**Maximum force**: 1.95 eV/Å
**Energy relative to the best compared isomer or geometry (same formula, charge and spin)**: 3.780 eV
**Kohn-Sham gap**: 10.235 eV
**E**: -994.54518 a.u.



# 2
The following is a quantum chemistry calculation of a 14-piece molecular cluster, C3H31NO16 overall at a distorted geometry, from OMol25.

ORCA input file:
```
! RIJCOSX wB97M-V def2-TZVPD def2/J DEFGRID3
* xyz 0 1
O -1.586 -2.363 -0.172
C -1.746 -1.372 0.503
C -0.523 -0.496 0.805
N -0.766 0.953 0.617
C -1.438 1.684 1.565
O -1.671 1.003 2.717
O -1.713 2.853 1.462
H -2.708 -1.071 0.864
H -0.200 -0.713 1.865
H 0.330 -0.756 0.154
H -0.957 1.249 -0.371
H -2.154 1.605 3.306
H -0.827 -2.171 -2.351
H 0.251 -1.152 -2.756
O -0.648 -1.413 -2.966
H -3.930 1.367 -0.263
H -3.033 0.616 -1.316
O -3.244 0.719 -0.361
H 0.103 -2.868 -0.450
H 1.492 -2.818 0.103
O 0.996 -2.896 -0.735
H 0.206 1.998 -3.221
H -1.240 1.877 -2.759
O -0.444 2.472 -2.671
H 3.110 0.384 2.659
H 2.144 0.480 1.497
O 2.275 0.066 2.330
H 3.057 1.468 -0.399
H 1.557 1.892 -0.153
O 2.223 1.105 -0.146
H 0.016 3.388 0.260
H 0.321 3.049 -1.202
O 0.736 3.240 -0.413
H 1.033 -0.007 3.526
H -0.442 0.250 3.681
O 0.305 -0.160 4.132
H 2.083 1.344 -4.362
H 1.463 0.210 -3.502
O 1.270 0.972 -4.068
H -2.766 0.633 -3.771
H -1.756 -0.150 -2.961
O -2.356 0.598 -2.888
H 2.259 -1.613 1.864
H 1.313 -2.779 2.328
O 2.075 -2.525 1.686
H 0.053 -1.813 3.762
H 0.206 -3.289 4.128
O 0.032 -2.720 3.409
H 1.603 -1.575 -1.578
H 1.855 -0.030 -1.330
O 1.783 -0.720 -2.057
*
```

**Maximum force**: 4.76 eV/Å
**Energy relative to the best compared isomer or geometry (same formula, charge and spin)**: 0.000 eV
**Kohn-Sham gap**: 10.072 eV
**E**: -1391.59643 a.u.



# 3
The following is a quantum chemistry calculation of a 12-piece molecular cluster, C3H32N2O11 overall at a distorted geometry, from OMol25.

ORCA input file:
```
! RIJCOSX wB97M-V def2-TZVPD def2/J DEFGRID3
* xyz 0 1
N -0.967 -2.998 0.150
C 0.146 -2.345 1.000
C -0.297 -2.296 2.423
C 1.310 -3.342 0.793
N 2.413 -2.678 0.054
H -1.898 -2.931 0.601
H -0.754 -3.995 0.133
H 0.382 -1.354 0.601
H 0.581 -2.359 3.197
H -0.989 -1.525 2.692
H -0.695 -3.203 2.850
H 0.962 -4.146 0.083
H 1.690 -3.872 1.665
H 2.623 -3.048 -0.852
H 3.213 -2.570 0.658
H -0.716 -2.029 -2.113
H -1.740 -1.183 -1.557
O -1.119 -1.157 -2.301
H 1.928 2.265 1.377
H 2.429 1.779 2.687
O 1.597 2.044 2.270
H -0.205 0.395 -3.521
H 0.411 1.646 -4.135
O 0.158 1.252 -3.285
H -4.169 -1.089 1.102
H -3.475 0.091 1.869
O -4.272 -0.424 1.783
H -1.359 0.336 1.119
H -2.443 0.822 0.168
O -1.953 0.013 0.428
H 0.486 2.584 -1.079
H 0.709 3.544 -2.141
O 0.354 3.559 -1.239
H 2.576 0.869 -1.254
H 1.511 1.339 -2.135
O 1.936 1.598 -1.276
H 0.583 -1.116 -3.019
H 1.981 -0.753 -2.334
O 1.522 -0.964 -3.144
H -2.732 3.418 0.315
H -2.159 2.499 -0.775
O -2.978 2.917 -0.474
H 0.055 2.817 3.630
H -0.195 3.680 2.487
O -0.692 3.103 3.080
H 2.221 0.369 0.925
H 2.302 -0.796 0.033
O 2.897 -0.099 0.424
*
```

**Maximum force**: 3.75 eV/Å
**SMILES**: C[C@H](N)CN.O.O.O.O.O.O.O.O.O.O.O
**Energy relative to the best compared isomer or geometry (same formula, charge and spin)**: 2.955 eV
**Kohn-Sham gap**: 10.280 eV
**E**: -1070.56697 a.u.



# 4
The following is a quantum chemistry calculation of C3H32NO13 as an isolated structure at a distorted geometry, from OMol25.

ORCA input file:
```
! RIJCOSX wB97M-V def2-TZVPD def2/J DEFGRID3
* xyz -1 1
C -0.375 -0.031 0.447
C 0.829 0.563 -0.285
C 2.051 -0.364 0.090
O 1.962 -1.587 -0.645
N -1.717 0.680 0.167
H -0.307 0.173 1.525
H -0.509 -1.088 0.200
H 0.571 0.733 -1.330
H 0.961 1.518 0.224
H 1.892 -0.397 1.165
H 3.007 0.194 -0.172
H -2.248 0.619 1.042
H -2.145 0.055 -0.632
H 0.389 -2.450 3.570
H 0.446 -2.795 1.710
O -0.074 -2.355 2.767
H -0.067 0.769 -3.438
H -0.213 -0.810 -3.232
O 0.131 -0.163 -3.833
H 2.556 -0.701 -2.053
H 1.628 -0.122 -3.279
O 2.500 -0.111 -2.818
H -1.208 1.806 -1.830
H -1.504 2.485 -3.271
O -0.828 2.089 -2.675
H -2.687 -0.542 3.484
H -1.201 -1.164 2.873
O -2.055 -0.595 2.755
H -2.680 -2.113 1.533
H -1.618 -3.278 1.252
O -2.512 -2.957 1.050
H 0.796 -4.161 0.722
H 1.385 -2.159 -0.060
O 0.348 -3.324 0.637
H -2.541 -1.868 -0.291
H -2.674 -1.831 -1.886
O -2.771 -1.349 -1.079
H 1.085 3.718 -2.029
H 0.016 4.035 -1.020
O 0.237 4.174 -1.951
H 0.670 -0.714 3.816
H 0.117 0.181 2.800
O 0.865 0.146 3.488
H 2.443 1.929 -2.674
H 3.208 2.540 -1.470
O 2.606 2.739 -2.174
H -0.775 2.196 1.869
H 0.431 2.701 2.615
O -0.420 2.987 2.329
*
```

**Maximum force**: 3.04 eV/Å
**Energy relative to the best compared isomer or geometry (same formula, charge and spin)**: 0.982 eV
**Kohn-Sham gap**: 8.925 eV
**E**: -1166.39165 a.u.



# 5
The following is a quantum chemistry calculation of a 14-piece molecular cluster, C3H32O15 overall at a distorted geometry, from OMol25.

ORCA input file:
```
! RIJCOSX wB97M-V def2-TZVPD def2/J DEFGRID3
* xyz 0 1
O 0.114 0.862 2.523
C -0.626 0.667 1.584
O 0.089 0.158 0.454
C -2.079 0.690 1.265
C -2.397 1.598 0.032
H 1.030 -0.016 0.710
H -2.721 0.978 2.083
H -2.264 -0.399 0.953
H -2.450 1.422 -1.042
H -1.855 2.569 0.131
H -3.463 1.835 0.202
H -2.231 -2.472 1.924
H -0.844 -3.050 2.069
O -1.367 -2.285 2.304
H 1.865 4.505 -0.018
H 1.375 3.447 -1.074
O 2.092 3.668 -0.418
H 2.928 2.572 1.347
H 3.029 1.514 2.443
O 3.526 2.186 2.008
H 2.884 0.054 -0.287
H 3.156 -0.528 1.250
O 2.600 -0.560 0.478
H -0.296 -0.336 -3.248
H -0.916 0.347 -4.485
O -0.890 0.410 -3.503
H 0.046 1.906 -2.597
H -0.134 1.580 -1.040
O 0.429 2.028 -1.692
H -2.780 -1.625 -0.983
H -1.610 -2.442 -0.411
O -2.548 -2.313 -0.307
H 0.616 -1.804 -2.107
H 1.654 -1.233 -3.135
O 0.772 -1.600 -3.054
H 2.397 -2.593 2.194
H 0.930 -1.981 2.142
O 1.476 -2.665 1.854
H 2.095 1.540 -1.564
H 3.299 1.946 -0.768
O 2.979 1.198 -1.385
H -3.101 -1.574 -3.080
H -2.268 -0.315 -2.897
O -3.166 -0.674 -2.717
H -0.225 -0.222 4.038
H -1.359 -1.346 3.929
O -0.891 -0.758 4.493
H 0.651 -2.983 0.011
H 0.269 -1.536 -0.057
O 0.179 -2.370 -0.552
*
```

**Maximum force**: 3.77 eV/Å
**Energy relative to the best compared isomer or geometry (same formula, charge and spin)**: 0.028 eV
**Kohn-Sham gap**: 10.401 eV
**E**: -1262.13412 a.u.



# 6
The following is a quantum chemistry calculation of a 14-piece molecular cluster, C3H34N2O14 overall at a distorted geometry, from OMol25.

ORCA input file:
```
! RIJCOSX wB97M-V def2-TZVPD def2/J DEFGRID3
* xyz 0 1
N -0.483 -0.854 0.157
C -1.483 -1.858 -0.312
C -1.087 -2.430 -1.713
C -2.902 -1.236 -0.480
N -3.425 -0.743 0.695
O -3.560 -1.047 -1.500
H 0.393 -1.356 0.395
H -0.832 -0.283 0.994
H -1.752 -2.666 0.280
H -1.096 -1.565 -2.461
H -1.993 -3.137 -1.968
H -0.188 -3.038 -1.725
H -4.313 -0.484 0.713
H -3.017 -0.737 1.508
H 4.032 -0.331 1.036
H 4.478 0.031 -0.224
O 4.890 -0.335 0.553
H -0.090 3.406 0.812
H 1.371 3.694 1.491
O 0.394 3.474 1.633
H -2.892 1.206 3.594
H -1.492 1.263 3.066
O -2.361 1.125 2.885
H 0.670 0.824 2.976
H 0.305 2.261 2.663
O 0.091 1.448 3.257
H 1.653 0.759 -1.506
H 2.773 0.165 -2.379
O 2.466 0.377 -1.411
H -0.253 2.297 -1.515
H 0.004 0.679 -1.341
O 0.178 1.514 -1.913
H 3.935 2.528 0.206
H 2.759 1.964 -0.625
O 3.057 2.681 -0.008
H -0.724 -4.001 2.280
H -1.110 -2.779 2.927
O -1.384 -3.280 2.250
H -2.616 0.838 -3.954
H -2.134 -0.427 -3.179
O -2.141 -0.002 -4.077
H 1.778 0.598 0.616
H 2.324 -0.685 0.085
O 2.051 -0.233 1.000
H 0.203 0.212 -4.160
H 1.380 0.308 -3.246
O 1.144 -0.150 -4.096
H 1.482 -2.242 2.306
H 2.384 -3.463 1.996
O 2.261 -2.587 1.843
H -1.336 2.191 0.168
H -2.410 3.141 -0.198
O -1.383 2.963 -0.395
*
```

**Maximum force**: 6.68 eV/Å
**Energy relative to the best compared isomer or geometry (same formula, charge and spin)**: 4.401 eV
**Kohn-Sham gap**: 9.789 eV
**E**: -1297.47706 a.u.



# 7
The following is a quantum chemistry calculation of a 15-piece molecular cluster, C3H35O15 overall at a distorted geometry, from OMol25.

ORCA input file:
```
! RIJCOSX wB97M-V def2-TZVPD def2/J DEFGRID3
* xyz -1 1
C 21.938 -4.644 13.680
C 22.297 -5.122 12.283
C 23.633 -5.908 12.293
O 21.199 -5.914 11.855
H 21.021 -4.065 13.648
H 22.640 -3.934 14.158
H 21.828 -5.430 14.371
H 22.314 -4.374 11.508
H 24.487 -5.271 12.386
H 23.663 -6.564 11.382
H 23.688 -6.518 13.195
O 18.842 -5.249 12.895
H 18.500 -5.954 13.450
H 19.785 -5.478 12.766
O 20.885 -1.602 11.804
H 20.537 -2.280 11.253
H 21.774 -1.811 12.031
O 19.849 -3.704 10.507
H 20.347 -4.431 10.899
H 18.926 -3.691 10.778
O 20.230 -7.400 16.169
H 19.513 -7.142 15.527
H 20.477 -6.577 16.546
O 23.402 -1.734 12.856
H 23.074 -1.074 13.430
H 23.155 -2.589 13.143
O 24.588 -4.466 8.850
H 25.010 -5.100 8.310
H 23.760 -4.898 9.091
O 20.941 -1.531 15.796
H 20.358 -2.004 15.167
H 21.224 -0.731 15.311
O 23.716 -2.122 10.145
H 23.806 -1.885 11.075
H 24.300 -2.844 9.970
O 22.249 -5.959 9.321
H 21.947 -5.795 10.230
H 22.377 -6.861 9.371
O 19.001 -2.689 14.304
H 19.087 -3.194 13.492
H 18.817 -1.806 13.959
O 20.443 -4.844 17.063
H 20.518 -4.519 17.961
H 21.036 -4.298 16.553
O 21.720 -9.521 11.405
H 21.428 -8.860 12.024
H 22.649 -9.342 11.596
O 20.877 -7.917 13.412
H 20.988 -7.882 14.396
H 21.073 -6.989 13.168
O 19.314 -7.470 10.678
H 18.981 -7.999 11.399
H 19.983 -6.917 11.053
*
```

**Maximum force**: 3.27 eV/Å
**Energy relative to the best compared isomer or geometry (same formula, charge and spin)**: 0.347 eV
**Kohn-Sham gap**: 8.547 eV
**E**: -1263.96909 a.u.



# 8
The following is a quantum chemistry calculation of a 14-piece molecular cluster, C3H36N2O13 overall at a distorted geometry, from OMol25.

ORCA input file:
```
! RIJCOSX wB97M-V def2-TZVPD def2/J DEFGRID3
* xyz 0 1
N 0.293 3.416 1.239
C 0.246 3.237 -0.229
C -0.607 2.028 -0.481
N -0.566 1.391 -1.818
C 0.413 1.889 -2.753
H 0.795 4.181 1.716
H 0.427 2.551 1.826
H -0.204 4.111 -0.746
H 1.297 3.117 -0.566
H -0.291 1.260 0.291
H -1.642 2.471 -0.333
H -1.574 1.391 -2.178
H 1.195 2.485 -2.377
H 1.079 1.078 -3.216
H -0.018 2.413 -3.617
H 2.684 -0.248 -2.006
H 3.107 1.125 -1.409
O 3.142 0.554 -2.184
H 1.133 -2.188 3.679
H 0.800 -2.340 1.163
O 1.400 -2.352 2.007
H 2.105 -2.959 1.875
H 1.991 -1.275 4.575
O 1.226 -1.817 4.576
H -4.175 0.682 -1.918
H -3.920 1.704 -0.763
O -4.178 1.637 -1.666
H -0.995 1.023 2.985
H -0.516 -0.287 3.773
O -0.373 0.654 3.630
H 1.799 0.520 3.394
H 1.602 -0.120 1.989
O 2.057 0.606 2.458
H -2.993 -2.752 0.959
H -1.842 -2.452 0.075
O -2.671 -2.976 0.052
H -3.250 -1.399 -0.777
H -3.984 -1.803 -2.126
O -3.564 -1.120 -1.642
H -0.149 -1.069 -0.811
H 0.289 -2.580 -0.796
O 0.004 -1.777 -0.152
H -0.122 -3.802 -2.375
H 0.818 -2.863 -3.204
O 0.736 -3.333 -2.341
H -1.159 -2.376 2.703
H -0.556 -1.491 1.553
O -1.126 -1.479 2.335
H 3.536 1.579 1.062
H 4.637 1.082 0.161
O 3.827 1.553 0.162
H -1.357 -1.425 -2.665
H -0.380 -0.256 -2.366
O -0.428 -1.201 -2.725
*
```

**Maximum force**: 3.34 eV/Å
**Energy relative to the best compared isomer or geometry (same formula, charge and spin)**: 4.080 eV
**Kohn-Sham gap**: 8.521 eV
**E**: -1223.45414 a.u.



# 9
The following is a quantum chemistry calculation of a 15-piece molecular cluster, C3H36N2O15 overall at a distorted geometry, from OMol25.

ORCA input file:
```
! RIJCOSX wB97M-V def2-TZVPD def2/J DEFGRID3
* xyz 0 1
N -0.102 0.632 1.683
C 0.376 -0.444 0.839
C -0.622 -0.614 -0.316
C 0.487 -1.765 1.651
N -0.543 -2.613 1.767
O 1.624 -2.061 2.043
H -0.743 1.305 1.304
H 0.606 0.977 2.314
H 1.359 -0.162 0.453
H -1.072 0.370 -0.407
H -1.394 -1.350 -0.140
H -0.207 -0.825 -1.303
H -0.323 -3.442 2.300
H -1.496 -2.259 1.757
H -4.162 2.985 -1.906
H -2.596 3.054 -1.650
O -3.431 3.533 -1.625
H -2.549 0.744 3.443
H -1.499 0.448 2.370
O -2.459 0.586 2.495
H 2.050 3.627 -1.045
H 1.901 2.431 -0.074
O 1.401 3.076 -0.599
H 4.316 -1.014 2.930
H 3.013 -1.132 2.106
O 3.829 -0.580 2.227
H -0.625 2.327 -1.974
H -1.432 0.969 -1.858
O -1.230 1.728 -2.425
H -3.282 -0.991 2.028
H -3.296 -1.809 0.622
O -3.246 -1.856 1.579
H 2.503 0.596 3.610
H 1.324 -0.176 4.181
O 1.658 0.720 4.067
H -0.253 -0.690 -3.979
H -0.344 0.603 -3.161
O 0.269 0.069 -3.694
H 3.564 2.482 1.964
H 3.426 1.054 1.501
O 2.982 1.923 1.439
H 0.268 -3.017 -2.398
H -0.663 -3.735 -3.410
O -0.517 -2.882 -2.987
H 2.009 -0.175 -1.539
H 1.672 -0.521 -2.899
O 2.344 -0.778 -2.218
H 1.905 -2.313 -1.689
H 1.928 -3.239 -0.566
O 1.645 -3.267 -1.493
H -3.202 -0.633 -3.050
H -2.183 -1.876 -2.856
O -2.549 -1.060 -2.493
H -1.627 3.550 0.237
H -0.087 4.088 0.323
O -0.722 3.399 0.522
*
```

**Maximum force**: 1.97 eV/Å
**Energy relative to the best compared isomer or geometry (same formula, charge and spin)**: 2.128 eV
**Kohn-Sham gap**: 9.788 eV
**E**: -1374.05283 a.u.